The following is a DFT calculation (wB97M-V/def2-TZVPD) of a 13-piece molecular cluster, C52H143N13O13 overall.

LUMO energy (eV): 0.59
M (u): 1158.794
Strongest force on any atom (hartree/bohr): 0.0599
Total charge: 0

Structure (XYZ):
```
221
Properties=species:S:1:pos:R:3:forces:R:3:lowdin_charge:R:1
C 3.8591 27.2929 20.9870 -0.3 -0.4 -0.8 -0.06
C 2.6636 28.0504 21.5305 -0.4 0.4 -0.8 -0.41
C 1.3740 27.9150 20.6158 0.5 -0.4 0.5 -0.19
O 1.5230 28.4737 19.3195 -0.2 0.4 0.1 -0.17
C 0.3260 28.2864 18.5697 -0.2 -0.7 0.3 -0.10
N 2.3861 27.5706 22.8913 -0.4 0.0 -0.2 0.03
H 3.6519 26.2230 21.0116 0.2 -0.1 0.3 0.05
H 4.7819 27.5304 21.5163 -0.1 -0.1 0.2 0.08
H 4.0492 27.5174 19.9374 -0.1 0.3 -0.1 0.08
H 2.9952 29.0863 21.6018 -0.4 0.4 -0.4 0.13
H 0.4431 28.2710 21.0572 0.1 0.8 0.6 0.11
H 1.1109 26.8591 20.5519 0.4 -0.6 -0.3 0.10
H 0.0674 27.2290 18.6255 0.1 -0.4 -0.6 0.07
H 0.4002 28.6390 17.5410 0.6 -0.2 0.1 0.09
H -0.5882 28.7327 18.9610 0.2 0.7 0.6 0.07
H 3.2509 27.6561 23.4059 0.3 -0.3 0.1 0.07
H 1.8005 28.2597 23.3411 -0.5 0.0 0.1 0.07
C 0.3087 18.7349 16.6579 1.0 0.3 -1.5 -0.03
C -0.0434 19.8799 15.6607 1.3 0.3 0.2 -0.42
C 0.2440 19.5376 14.1808 0.6 -2.0 0.2 -0.16
O 1.6526 19.2818 13.9317 -0.5 0.7 2.0 -0.21
C 1.9124 18.7826 12.6587 -1.4 0.1 -0.4 -0.12
N -1.4089 20.3009 15.8546 -0.5 0.1 -0.5 0.04
H 0.4775 19.0917 17.6739 -0.5 0.0 0.0 0.05
H 1.2629 18.3303 16.3204 0.2 -0.2 0.1 0.08
H -0.4135 17.9214 16.5891 -0.2 0.1 0.2 0.08
H 0.5474 20.7614 15.9093 0.5 0.0 0.1 0.11
H -0.2329 20.1356 13.4043 0.3 0.9 0.3 0.12
H -0.2198 18.5648 14.0176 -0.4 -0.5 0.0 0.11
H 1.1460 18.0469 12.4144 -0.2 -0.2 -0.3 0.08
H 2.8534 18.2422 12.5559 0.2 0.7 0.3 0.09
H 1.7620 19.6449 12.0092 0.6 -0.3 -0.9 0.09
H -1.9783 19.6229 15.3687 -0.6 -0.2 0.1 0.08
H -1.5620 20.1532 16.8420 -0.5 0.1 0.2 0.04
C -7.8542 23.5998 18.4567 0.8 0.8 0.2 -0.05
C -6.4632 23.1129 18.8905 -1.0 -0.5 -1.1 -0.41
C -6.4436 23.0235 20.3989 0.5 0.7 1.1 -0.18
O -5.2615 22.3706 20.8199 1.0 -1.0 -0.1 -0.24
C -5.1610 22.0224 22.1947 -1.6 1.1 0.3 -0.08
N -6.1466 21.8330 18.2410 -0.1 0.1 1.2 0.07
H -7.8031 24.6706 18.6536 -0.7 0.2 0.1 0.04
H -8.6643 23.1378 19.0209 0.0 -0.1 -0.1 0.08
H -8.0191 23.4965 17.3842 0.1 -0.2 0.1 0.07
H -5.7158 23.8234 18.5373 0.0 0.5 0.3 0.11
H -7.3529 22.6462 20.8668 -0.1 -1.1 -0.4 0.13
H -6.4373 24.0027 20.8777 0.2 0.7 -0.4 0.13
H -5.1467 22.9619 22.7471 0.3 0.0 0.4 0.08
H -4.3259 21.4003 22.5167 0.2 0.1 -0.8 0.09
H -6.0847 21.5222 22.4858 -0.1 -0.3 0.1 0.09
H -5.5961 22.0362 17.4190 0.0 0.1 -0.5 0.02
H -5.4268 21.4713 18.8502 -0.1 -0.6 -0.5 0.00
C 6.4842 22.0137 16.2212 0.2 -0.3 -1.1 -0.06
C 7.6397 21.9956 17.2078 -0.7 0.1 0.4 -0.40
C 9.1042 21.8143 16.7168 -1.3 0.2 -0.9 -0.19
O 9.1892 20.5771 16.0648 1.3 -0.5 -0.8 -0.19
C 9.4767 19.4640 16.8782 -0.4 -0.4 -0.3 -0.11
N 7.4810 23.1437 18.1529 1.1 -1.6 -0.5 0.04
H 6.3151 21.0341 15.7739 0.4 -0.1 -0.2 0.08
H 6.6328 22.7191 15.4036 0.0 0.1 0.0 0.09
H 5.5075 22.2222 16.6578 0.3 0.4 0.5 0.06
H 7.4663 21.0745 17.7642 0.0 0.1 0.6 0.12
H 9.8368 21.9010 17.5192 -0.1 0.0 0.4 0.12
H 9.3709 22.5465 15.9547 -0.1 0.3 0.0 0.13
H 9.8396 18.6096 16.3069 -0.5 0.2 -0.7 0.08
H 8.5140 19.1984 17.3150 0.4 -0.5 0.8 0.09
H 10.3241 19.5635 17.5564 -0.3 0.8 0.6 0.09
H 7.8921 23.9598 17.7227 0.0 0.4 -0.2 0.08
H 8.1920 22.8173 18.7917 0.1 0.8 1.1 0.07
C 2.2375 26.3205 16.3504 -0.9 0.4 0.5 -0.07
C 2.7906 25.5181 15.2009 -0.6 -0.2 -0.1 -0.41
C 2.8684 24.0265 15.5119 1.9 -0.1 -0.3 -0.18
O 3.7796 23.4270 14.5417 -0.6 -0.8 0.7 -0.21
C 3.6476 21.9890 14.4305 0.2 1.1 -1.5 -0.11
N 1.9595 25.7115 13.9938 1.3 -0.2 0.9 0.07
H 2.2210 27.3873 16.1271 0.5 0.1 -0.1 0.08
H 2.7409 26.1636 17.3044 0.3 0.0 -0.1 0.08
H 1.1807 26.1373 16.5449 -0.2 -0.5 -0.1 0.05
H 3.7993 25.9031 15.0512 0.2 -0.3 -0.4 0.14
H 1.9095 23.5086 15.4889 -0.2 0.2 0.0 0.10
H 3.3737 23.9061 16.4701 -0.3 -0.3 0.5 0.11
H 4.5152 21.6408 13.8700 0.4 0.1 0.3 0.08
H 2.8534 21.8000 13.7083 -0.6 -0.3 0.4 0.07
H 3.5459 21.3833 15.3309 -0.2 0.4 0.3 0.08
H 2.3594 25.0291 13.3657 0.1 0.0 -0.8 0.06
H 1.0886 25.2628 14.2396 -0.4 0.3 -0.2 0.02
C 0.1559 22.9686 17.6365 -0.4 0.5 -0.1 -0.04
C -0.0217 23.9293 18.8381 -0.5 -0.7 -0.6 -0.36
C -1.4282 24.5084 18.9305 -0.2 -0.4 0.1 -0.21
O -1.8387 25.2503 17.7993 1.0 -1.0 0.3 -0.17
C -3.2005 25.5252 17.8884 0.0 0.8 -1.0 -0.11
N 0.2474 23.2135 20.0915 0.2 1.0 0.0 0.08
H -0.5326 22.1235 17.6389 -0.3 0.0 0.4 0.06
H 1.1562 22.5357 17.6331 0.2 0.2 0.0 0.05
H -0.0209 23.4823 16.6915 0.1 0.1 -0.1 0.07
H 0.6430 24.7781 18.6780 0.4 0.0 0.3 0.12
H -1.5897 25.1240 19.8154 0.5 0.2 0.3 0.11
H -2.0965 23.6617 19.0871 -0.4 -0.4 -0.2 0.12
H -3.8518 24.6684 17.7158 0.1 -0.4 0.2 0.07
H -3.3251 26.1986 17.0404 -0.7 0.3 0.2 0.08
H -3.4286 26.0018 18.8418 -0.3 0.2 0.1 0.08
H 1.0654 22.6308 19.9846 0.2 -0.1 0.2 0.05
H -0.5024 22.5893 20.3529 -0.1 -0.1 -0.3 0.04
C -2.6197 18.3518 19.2306 -0.6 1.7 1.1 -0.02
C -3.1243 19.5499 20.1703 2.6 -0.8 0.3 -0.42
C -2.1487 20.7902 20.3014 0.2 -1.9 0.2 -0.15
O -0.8022 20.4396 20.6523 0.2 0.0 -0.9 -0.24
C -0.5767 19.8648 21.9239 0.1 0.2 -0.2 -0.09
N -4.3459 19.9613 19.6285 -0.6 0.2 -0.7 0.03
H -3.4219 17.6141 19.2097 0.1 -0.2 0.3 0.07
H -1.6757 17.9196 19.5625 0.0 0.0 -0.3 0.07
H -2.6397 18.7624 18.2212 0.6 -0.1 -0.1 0.05
H -3.2572 19.1767 21.1858 0.2 -0.4 0.4 0.12
H -2.4271 21.4808 21.0974 -0.9 0.2 -0.2 0.10
H -2.1351 21.2600 19.3179 0.2 0.3 0.1 0.11
H -0.8663 18.8140 21.9142 -0.2 0.0 0.3 0.09
H -1.0345 20.4345 22.7325 -0.6 -0.1 0.1 0.08
H 0.4875 19.9327 22.1497 0.1 -0.1 -0.4 0.09
H -4.9722 19.1739 19.7175 -0.6 0.4 -0.1 0.10
H -4.6741 20.8026 20.0808 -0.4 -0.3 0.4 0.03
C -2.2309 27.8286 14.2715 -1.4 0.3 1.4 -0.09
C -1.0780 26.9248 14.1435 0.8 -1.7 -1.3 -0.41
C -1.6368 25.4818 13.9116 1.1 0.6 1.1 -0.18
O -0.5439 24.5874 13.7988 -0.5 -1.3 -1.6 -0.23
C -0.9005 23.3281 13.1661 -0.1 0.6 1.4 -0.05
N -0.2647 27.3878 12.9951 -0.8 0.4 -0.3 0.05
H -2.7799 28.0065 13.3468 0.2 -0.2 -0.3 0.09
H -1.9471 28.7964 14.6851 -0.1 0.0 0.1 0.09
H -2.9212 27.3051 14.9329 -0.4 0.6 0.4 0.06
H -0.3891 26.9626 14.9873 -0.4 -0.2 0.4 0.12
H -2.3066 25.5102 13.0522 0.1 -0.2 -0.4 0.13
H -2.2063 25.0932 14.7559 -0.4 0.5 0.2 0.11
H -1.2215 23.4228 12.1288 0.3 0.2 -0.1 0.09
H -1.7181 22.8758 13.7274 -0.4 0.0 0.1 0.07
H -0.0804 22.6256 13.3143 0.3 0.3 -0.4 0.07
H -0.5724 26.8956 12.1686 0.3 -0.8 -0.3 0.07
H -0.7591 28.2477 12.8047 0.7 0.9 -0.3 0.05
C -2.2772 31.1665 17.5137 -1.0 -1.7 0.2 -0.05
C -3.7687 30.7279 17.6405 0.8 2.1 0.2 -0.41
C -4.2293 30.2986 19.0815 1.5 -0.1 -2.5 -0.20
O -3.5028 29.1226 19.2484 -0.4 -1.3 2.5 -0.22
C -3.7708 28.5582 20.5712 0.8 -0.7 -1.6 -0.06
N -4.4664 31.9212 17.1838 -1.4 -0.5 -0.4 0.01
H -1.7210 30.2725 17.7958 0.7 0.6 0.6 0.05
H -2.1557 32.0835 18.0902 0.6 -0.3 0.2 0.08
H -2.0167 31.3265 16.4675 -0.3 0.3 0.0 0.07
H -3.9049 29.9355 16.9045 -0.4 -0.2 0.3 0.13
H -5.2909 30.0561 19.1278 -0.3 0.5 0.0 0.11
H -3.9037 31.0536 19.7971 -0.3 0.3 0.2 0.13
H -3.1978 27.6314 20.5426 0.3 0.1 0.6 0.07
H -4.7988 28.2265 20.7173 -0.4 0.4 -0.3 0.06
H -3.4792 29.2273 21.3808 0.2 0.0 -0.1 0.09
H -4.2335 32.7557 17.7029 0.3 0.0 0.2 0.06
H -5.4418 31.7433 17.3762 -0.5 0.4 -0.3 0.06
C -5.7749 21.0798 14.7821 0.9 1.3 -0.7 -0.04
C -4.8270 22.3592 14.7772 -1.4 -1.0 -0.3 -0.41
C -5.6615 23.6513 14.6754 1.2 -0.5 0.3 -0.18
O -4.7390 24.7340 14.5250 0.4 -1.0 -1.0 -0.21
C -5.4019 25.9499 14.3105 -0.4 0.0 0.8 -0.10
N -4.0404 22.3255 15.9735 0.1 0.4 1.0 0.05
H -6.5766 21.1281 15.5190 0.1 0.2 0.0 0.06
H -5.1983 20.1761 14.9795 0.1 0.0 0.0 0.07
H -6.1673 21.0092 13.7676 -0.3 -0.2 0.1 0.07
H -4.1505 22.3301 13.9230 -0.3 -0.1 -0.6 0.12
H -6.2399 23.7423 15.5948 -0.1 0.2 0.3 0.11
H -6.3655 23.6274 13.8436 0.0 -0.1 -0.3 0.12
H -4.8268 26.7477 13.8405 0.6 -0.4 0.2 0.07
H -5.6428 26.2088 15.3415 -0.9 1.0 -0.2 0.08
H -6.2611 25.8142 13.6536 -0.4 0.0 0.2 0.09
H -3.3457 23.0586 15.9713 0.2 0.2 0.0 0.06
H -3.5238 21.4589 16.0220 0.1 -0.1 0.0 0.05
C -2.5329 24.3852 22.9096 0.2 0.7 0.4 -0.06
C -1.1337 24.5885 23.4127 0.4 -0.4 1.2 -0.47
C -0.4878 23.2804 23.9120 0.7 1.3 0.8 -0.19
O -1.0669 22.7177 25.0982 -0.6 0.2 0.4 -0.20
C -0.8135 23.4084 26.3693 0.6 -0.5 -1.3 -0.07
N -0.3695 25.2446 22.3823 0.3 0.3 -0.3 0.07
H -2.4803 23.6769 22.0828 -0.6 -0.1 0.0 0.07
H -2.8528 25.3714 22.5730 -0.3 -0.1 -0.4 0.08
H -3.1713 24.1265 23.7544 -0.2 -0.6 -0.3 0.08
H -1.1921 25.1793 24.3268 0.0 0.7 -0.2 0.12
H 0.5375 23.5269 24.1875 0.4 0.1 -0.3 0.12
H -0.4380 22.6370 23.0336 -0.3 -0.9 0.5 0.10
H 0.2307 23.2937 26.6601 0.2 -0.3 -0.1 0.08
H -1.4310 22.9406 27.1361 -0.1 0.1 -0.3 0.08
H -0.9495 24.4897 26.3493 -0.5 0.0 -0.3 0.07
H 0.5935 25.4486 22.6083 0.2 0.3 0.7 0.05
H -0.2382 24.6110 21.6068 -0.2 -0.4 -0.5 0.02
C 3.5838 23.4480 21.6976 -0.9 -0.9 0.4 -0.09
C 4.5504 22.7550 20.8189 1.1 0.9 -2.8 -0.40
C 3.9184 21.9280 19.6211 0.0 -0.5 2.0 -0.16
O 2.8742 21.1312 20.1865 0.2 0.4 0.0 -0.21
C 2.3740 20.1587 19.3303 -0.2 -1.0 0.2 -0.13
N 5.4522 23.7714 20.2211 0.4 0.1 0.2 0.03
H 2.9037 24.0389 21.0839 -0.2 0.2 0.4 0.07
H 4.0807 23.9960 22.4982 0.0 0.3 -0.4 0.09
H 3.0626 22.6221 22.1816 -0.7 0.3 0.1 0.07
H 5.1421 22.1063 21.4648 0.2 -0.3 -0.4 0.14
H 4.7076 21.2944 19.2163 0.2 -0.3 0.0 0.11
H 3.5246 22.4578 18.7537 -0.1 0.8 0.2 0.11
H 1.8365 20.5286 18.4572 0.1 0.4 -0.2 0.06
H 1.6676 19.5455 19.8900 -0.2 0.2 0.1 0.08
H 3.1562 19.4672 19.0171 0.3 0.0 -0.3 0.09
H 5.0004 24.3623 19.5379 -1.0 0.4 0.3 0.06
H 6.1650 23.4306 19.5920 0.4 -0.9 0.3 -0.01
C -7.9882 29.7480 21.3417 -0.4 -0.1 -0.8 -0.06
C -8.7258 28.4279 21.0092 -0.4 1.5 -1.8 -0.42
C -7.9256 27.4348 20.0558 0.1 0.8 0.9 -0.14
O -7.6325 28.0617 18.7763 -1.7 0.6 1.8 -0.18
C -6.7454 27.3864 17.9556 1.2 -0.2 0.5 -0.13
N -9.2312 27.9450 22.2697 0.6 -1.7 0.6 0.02
H -8.6610 30.4069 21.8908 -0.1 -0.3 0.5 0.07
H -7.8138 30.3738 20.4664 0.6 -0.4 -0.3 0.07
H -7.0919 29.5617 21.9333 0.0 0.1 -0.1 0.07
H -9.6262 28.6988 20.4579 0.1 0.3 -0.8 0.12
H -8.3782 26.4527 19.9185 -0.8 0.1 -0.2 0.10
H -7.0511 27.1646 20.6477 0.9 0.2 -0.3 0.10
H -5.8821 27.1976 18.5938 0.5 -0.7 -0.3 0.08
H -6.3685 28.0332 17.1632 -0.4 0.2 0.0 0.09
H -7.1419 26.4768 17.5045 -0.1 -0.2 0.1 0.07
H -9.5646 27.0010 22.1358 -0.2 -0.3 0.3 0.07
H -10.0325 28.4971 22.5404 0.0 0.1 0.0 0.08
```
Positions in Å, forces in eV/Å.